# C5H8NO

An isolated ion of composition C5H8NO and charge +1 at a distorted geometry (wB97M-V/def2-TZVPD, the OMol25 dataset).

Geometry as XYZ:
```
15
Properties=species:S:1:pos:R:3:forces:R:3:nbo_charge:R:1
C -1.4341 0.3587 -0.8355 2.8 -0.6 -0.6 0.61
C -3.4260 -0.5108 0.1280 -1.4 0.5 -0.3 0.07
C 1.0029 0.2643 -0.1197 -4.8 -2.1 -0.8 0.43
C 1.4469 -1.0934 0.0646 1.0 -1.0 1.2 -0.67
C 1.8085 1.3773 0.1003 2.7 2.3 0.0 -0.70
N -0.2851 0.2849 -0.3604 -1.0 1.5 0.1 -0.40
O -2.6264 0.4166 -0.3586 -0.7 0.6 0.5 -0.38
H -4.5221 -0.2933 -0.0720 1.7 -0.5 0.6 0.23
H -2.9596 -1.3853 0.5535 -0.2 -0.3 -0.2 0.19
H 0.6187 -1.7927 0.1835 0.3 0.1 0.1 0.25
H 2.1232 -1.0793 0.9327 -0.1 -0.5 -0.2 0.26
H 2.0216 -1.3619 -0.7942 0.6 -0.4 -0.7 0.27
H 2.0855 1.2992 1.1827 -0.2 0.6 -0.6 0.29
H 1.3246 2.3440 -0.1895 0.8 -0.8 0.4 0.27
H 2.8214 1.1714 -0.4155 -1.5 0.7 0.6 0.28
```
Forces are in eV/Å.

Results
- HOMO energy (spin up / spin down): -12.975 / -13.409 eV
- Total charge: +1
- LUMO level (spin up / spin down): -5.88 / -4.60 eV
- Orbital gap (spin up / spin down): 7.091 / 8.805 eV
- Energy: -324.868952 Ha
- ΔE to the lowest compared entry with this formula, charge and spin: 4.626 eV

# C72H180N12

A 12-piece molecular cluster, C72H180N12 overall at a distorted geometry (wB97M-V/def2-TZVPD, the OMol25 dataset).

Geometry as XYZ:
```
264
Properties=species:S:1:pos:R:3:forces:R:3:mulliken_charge:R:1
C -4.7758 -4.4358 -2.5617 0.3 -0.3 0.7 -0.75
C -4.9091 -3.4505 -3.6962 -1.8 0.2 1.7 -0.32
N -4.7520 -2.1419 -3.1070 1.3 0.6 -0.3 0.64
C -3.3707 -1.9418 -2.6430 -0.4 0.1 -1.1 0.16
C -2.3457 -2.0920 -3.7810 -0.2 0.5 -0.1 -0.12
C -5.2447 -1.0675 -3.9320 -1.6 1.1 -0.2 0.32
C -6.8241 -1.1531 -4.1033 1.0 -0.4 -0.5 -1.48
H -3.7233 -4.6173 -2.2798 -0.4 0.2 -0.1 0.00
H -5.1353 -5.3800 -2.9095 -0.4 -0.9 0.1 0.55
H -5.3266 -4.0962 -1.6572 0.3 -0.3 -0.7 0.03
H -4.2342 -3.7812 -4.4716 0.2 0.5 -0.8 0.27
H -5.9706 -3.3955 -3.9967 0.7 -0.9 -0.4 0.33
H -3.3188 -0.9696 -2.1632 0.1 0.3 -0.1 -0.66
H -3.1582 -2.6532 -1.8718 0.1 -0.4 0.5 0.06
H -2.0396 -3.1218 -4.0007 -0.3 0.1 0.0 0.21
H -2.7033 -1.5931 -4.7081 0.2 -0.4 0.5 0.36
H -1.4569 -1.5781 -3.4707 0.6 0.2 0.0 -0.68
H -4.8328 -0.9222 -4.9656 0.1 -0.5 0.6 0.22
H -5.0214 -0.1102 -3.4151 -0.1 -0.5 -0.1 -0.21
H -7.1048 -2.0397 -4.7632 0.1 1.2 1.1 0.48
H -7.1478 -0.2471 -4.6184 0.0 0.0 -0.1 0.47
H -7.3256 -1.1476 -3.1188 0.2 -0.4 -0.5 0.20
C 3.7782 4.8090 -1.6271 0.4 -1.6 -0.3 -1.10
C 3.0618 4.4126 -2.9333 0.9 1.8 0.6 -0.28
N 1.8196 5.1483 -3.0327 -0.5 -0.7 0.3 0.07
C 0.8920 4.7094 -1.9960 -0.9 0.7 -0.9 0.88
C -0.2747 5.6716 -1.8016 0.4 0.0 -3.0 -1.48
C 1.1984 4.8713 -4.3054 -1.0 1.9 -0.8 1.51
C 1.7199 5.8054 -5.4376 -0.9 -0.8 1.3 -1.46
H 3.3567 4.2143 -0.8340 -0.2 0.0 0.6 -0.02
H 3.6514 5.8443 -1.4023 -0.1 0.7 0.0 0.38
H 4.8440 4.5566 -1.5804 -0.1 0.1 -0.5 0.40
H 3.6584 4.7170 -3.7721 0.5 0.2 -0.5 0.55
H 2.9239 3.3635 -3.0669 -0.2 -1.3 0.3 0.12
H 0.4212 3.7861 -2.2683 -0.2 -1.2 -0.5 -0.63
H 1.4037 4.4591 -1.1047 0.5 0.4 1.1 0.18
H -1.0187 5.6283 -2.6597 0.8 -0.3 1.1 -0.32
H -0.7500 5.4131 -0.9343 -1.5 -0.4 2.3 0.70
H 0.0437 6.6871 -1.7914 0.5 0.9 0.4 0.35
H 0.1209 5.0835 -4.1931 0.4 -0.1 -0.1 -0.59
H 1.2267 3.8408 -4.6048 0.4 -1.0 0.0 -0.34
H 1.6099 5.2510 -6.3594 0.5 0.2 -0.5 0.41
H 2.7168 6.1440 -5.1779 0.2 -0.1 -0.5 0.40
H 1.0429 6.6505 -5.4399 0.1 0.4 -0.3 0.34
C 2.2209 -2.3768 -1.7172 0.8 -1.1 0.2 2.11
C 1.6553 -1.7906 -3.0085 -1.0 1.7 0.8 1.34
N 2.2879 -0.4752 -3.4523 -0.4 -2.5 -0.7 1.21
C 3.6602 -0.8643 -3.7474 0.8 2.8 -0.8 -0.01
C 4.4202 0.4595 -4.0654 1.3 0.3 0.5 -1.29
C 1.6229 -0.1768 -4.7509 0.1 0.6 0.2 -1.36
C 0.3058 0.5268 -4.4408 -1.2 -1.3 -0.1 1.35
H 3.0870 -3.0903 -1.8409 -1.1 0.4 -0.2 -0.90
H 1.3878 -2.9200 -1.2142 0.8 0.3 -0.1 -0.65
H 2.6676 -1.6360 -1.0461 -0.6 0.2 -0.1 -0.84
H 1.6898 -2.4555 -3.8708 0.0 -0.4 0.2 0.07
H 0.5805 -1.5774 -2.7673 0.9 -0.2 -0.5 -1.50
H 4.1150 -1.4373 -2.9636 0.2 0.2 0.7 -0.39
H 3.7496 -1.4989 -4.6060 -0.3 -0.7 -0.9 0.36
H 4.0346 1.1031 -4.8862 0.1 -1.0 0.2 0.36
H 4.3426 1.1550 -3.2157 0.1 -0.4 0.1 0.16
H 5.5240 0.3064 -4.2419 -1.1 0.0 0.1 0.37
H 1.5639 -1.0978 -5.3700 -0.5 0.2 0.4 0.39
H 2.2228 0.4994 -5.4174 -0.4 -0.4 1.0 0.45
H 0.5210 1.5063 -4.0745 0.1 0.8 0.3 -1.04
H -0.3872 0.0248 -3.6792 1.3 0.6 -1.1 -1.26
H -0.2749 0.6137 -5.3607 -0.1 0.2 0.0 0.81
C -2.5306 6.8964 -5.1561 0.8 -0.2 -0.1 -1.14
C -2.7760 5.4034 -5.4893 -1.4 1.0 -0.5 -0.81
N -2.7669 4.5218 -4.3731 -0.2 -0.5 2.1 0.71
C -2.9315 3.1503 -4.8223 -1.4 0.0 -0.1 -1.77
C -2.8225 2.0975 -3.7112 0.3 -0.9 -1.3 2.24
C -3.7465 4.8812 -3.2854 2.5 2.0 0.6 -0.83
C -5.2258 4.8605 -3.5580 1.0 -1.8 -0.5 -1.51
H -1.5809 6.9574 -4.5371 -1.2 0.1 -0.5 0.16
H -3.3935 7.3747 -4.6419 0.7 -0.3 -0.2 0.29
H -2.3197 7.4603 -6.0974 -0.3 -0.4 0.7 0.39
H -3.7578 5.2565 -6.0150 0.4 0.5 -0.1 0.58
H -2.0420 5.0618 -6.1996 0.5 -0.1 -0.2 0.42
H -2.1977 2.9352 -5.5771 0.4 0.0 -0.5 0.52
H -3.9544 3.1166 -5.3475 1.1 -0.6 0.5 0.35
H -2.9465 1.0510 -4.1722 -0.1 1.5 0.8 -0.24
H -3.5920 2.3283 -2.9897 -0.1 -0.5 0.5 -0.65
H -1.8177 2.0882 -3.2528 -0.5 0.3 -0.1 -0.88
H -3.4987 4.2888 -2.3900 -0.3 -0.3 -0.5 0.48
H -3.3955 5.8841 -2.9046 -0.5 -0.6 -0.6 0.69
H -5.5860 5.4402 -4.3824 -0.1 0.8 -0.2 0.32
H -5.3354 3.8276 -3.8962 -0.9 -0.2 0.2 0.23
H -5.7272 5.0206 -2.6211 -0.6 0.1 0.1 0.43
C -0.9618 0.2554 -0.8821 -0.5 1.2 1.3 1.83
C 0.2405 1.2138 -0.6291 0.4 -1.8 -1.2 -0.25
N 0.9768 0.8639 0.5909 -0.4 0.4 0.1 1.07
C 0.1601 1.2962 1.7173 1.5 2.0 1.1 0.83
C 0.6735 0.6308 3.0151 -2.0 1.4 -0.2 0.53
C 2.2438 1.5729 0.6211 1.3 1.2 -0.8 1.40
C 3.3252 1.0917 -0.3429 0.9 0.9 -0.3 -0.54
H -1.4861 0.4495 -1.8185 0.2 0.2 0.0 -1.09
H -1.7513 0.3582 -0.0536 1.1 -0.3 -1.2 -0.17
H -0.5864 -0.7499 -0.9106 0.0 -0.7 0.1 -0.54
H 0.9583 1.1248 -1.4688 -0.5 -0.2 0.2 -0.13
H -0.0671 2.2367 -0.6588 -0.4 1.1 0.4 0.04
H 0.2271 2.4500 1.8308 0.1 -1.2 -0.2 -0.65
H -0.8686 1.1584 1.4699 -0.7 -0.7 0.3 0.06
H 0.5604 -0.3999 2.8060 0.0 -1.3 0.4 -0.43
H 1.6938 0.8689 3.1784 0.9 0.2 0.1 -0.55
H 0.1030 0.9772 3.9164 0.4 -0.5 -0.8 -0.07
H 2.7859 1.6049 1.5586 -0.8 -0.3 0.8 -0.32
H 2.0738 2.6585 0.3794 -0.1 -0.5 0.1 -0.77
H 2.9386 1.0603 -1.3363 -0.1 0.2 -1.0 -0.62
H 3.7001 0.1029 -0.1851 0.0 -0.8 0.6 -0.21
H 4.2699 1.7318 -0.3334 -1.4 -0.4 0.1 0.53
C -6.6393 -1.1054 0.1567 -0.8 0.4 1.4 -1.82
C -5.5518 -0.1278 -0.0086 1.4 1.3 0.8 1.47
N -6.0193 1.2778 0.2093 0.2 -2.4 0.8 0.22
C -6.7482 1.7425 -0.9196 0.0 0.2 -1.6 0.96
C -7.7519 2.8510 -0.7170 0.0 1.3 0.9 -1.52
C -4.9327 2.1385 0.5914 -0.1 -0.6 -0.2 -0.11
C -4.3453 1.8916 1.9643 -0.3 0.3 0.1 -1.35
H -6.3671 -2.0983 -0.1052 0.1 -0.8 -0.8 0.22
H -7.5466 -0.7169 -0.2833 -0.3 -0.5 -0.5 0.40
H -6.8424 -1.1506 1.2150 -0.3 -0.1 0.6 0.48
H -4.7606 -0.3318 0.7827 -0.7 0.2 -1.3 -0.66
H -5.1310 -0.2288 -1.0111 0.5 0.1 -0.2 -0.26
H -6.0862 2.1239 -1.7126 0.6 -0.3 -0.1 -0.63
H -7.2955 0.8963 -1.4013 0.4 0.6 0.4 0.00
H -8.0894 3.1916 -1.7034 0.3 0.4 0.2 0.39
H -8.6145 2.4027 -0.3023 -1.1 -0.3 0.8 0.47
H -7.4722 3.7285 -0.0139 -0.1 -1.4 -1.4 0.26
H -5.4362 3.0609 0.6652 0.0 1.7 -0.2 0.77
H -4.1719 2.1589 -0.1936 0.3 0.2 -0.2 -0.25
H -5.2127 1.8979 2.6404 0.5 0.0 0.2 0.42
H -3.6610 2.7309 2.1727 -0.2 -0.4 0.2 0.47
H -3.8012 0.9559 2.0972 0.0 0.0 -0.2 -0.12
C 2.2704 4.3767 3.5628 -0.7 0.2 1.4 -0.10
C 1.2483 5.4564 3.2029 0.9 2.2 -0.5 -0.94
N 0.8775 6.4262 4.2603 0.1 -1.3 1.8 0.12
C 0.5442 5.7418 5.5671 -0.7 0.0 -1.7 -0.47
C -0.7926 5.0345 5.5245 -0.2 -1.1 -0.9 -0.58
C 1.8813 7.4441 4.5521 1.0 0.8 0.2 -0.27
C 1.2998 8.6760 5.2736 -0.5 -0.3 1.0 -1.34
H 3.2379 4.7079 3.9618 -0.3 0.4 -0.4 0.50
H 2.4075 3.8296 2.6677 0.4 -0.9 -0.8 -0.34
H 1.8639 3.7150 4.3610 0.1 0.1 -0.7 0.17
H 1.6687 6.1782 2.4248 -0.3 -1.3 0.5 0.42
H 0.3539 5.0150 2.7354 0.2 0.0 0.4 0.23
H 1.2811 5.0035 5.9165 0.3 0.4 -0.2 0.20
H 0.4281 6.4905 6.3013 0.3 1.0 0.8 0.44
H -1.6291 5.6274 5.0959 0.6 -0.1 0.5 0.25
H -0.6983 4.1199 4.8805 -0.2 0.6 0.5 -0.20
H -1.0107 4.7055 6.5482 -0.3 0.0 -0.3 0.35
H 2.3681 7.8047 3.6146 -0.5 -0.5 0.5 0.40
H 2.7366 7.1393 5.2499 -0.8 -0.3 -1.0 0.17
H 0.2828 8.9684 4.9803 0.3 -0.2 -0.3 0.32
H 1.9495 9.5261 5.1549 0.3 0.4 -0.3 0.42
H 1.2641 8.5251 6.3773 -0.1 -0.1 -0.7 0.33
C 4.0974 0.2088 4.4797 0.4 1.0 0.2 -1.37
C 3.9377 -1.1198 3.8011 1.3 -0.1 -0.2 0.50
N 4.8693 -2.1703 4.2912 -0.4 0.0 -0.7 0.12
C 4.5518 -3.3868 3.5578 -0.5 -0.9 0.0 -0.21
C 5.5400 -3.7804 2.4721 1.4 1.7 2.4 -1.42
C 4.8235 -2.3546 5.7206 0.2 -0.5 1.2 -0.31
C 5.8757 -3.3832 6.3075 0.2 0.7 -3.5 -1.18
H 5.1709 0.4740 4.5277 -0.4 -0.1 0.0 0.40
H 3.6921 0.3092 5.5095 0.0 -0.2 -0.7 0.36
H 3.6190 0.9344 3.7966 0.2 0.0 0.7 0.14
H 2.8723 -1.3976 3.7686 0.2 -0.4 0.1 -0.10
H 4.3010 -0.9676 2.7706 -0.6 -0.1 0.1 -0.09
H 3.5568 -3.3641 3.1816 -1.0 0.6 -0.9 -0.47
H 4.3868 -4.1878 4.2719 0.6 -0.5 0.2 0.91
H 5.9505 -2.8895 2.0109 0.0 0.3 -0.1 0.25
H 5.2952 -4.4248 1.6999 -1.1 -1.4 -1.1 0.47
H 6.3611 -4.1872 3.0575 0.5 -0.3 -0.4 0.26
H 5.0056 -1.3705 6.1584 -0.1 -0.2 0.2 0.40
H 3.8006 -2.6819 5.9903 0.1 0.0 0.4 0.23
H 5.7692 -3.6120 7.3256 -0.6 -0.3 1.3 0.44
H 5.7856 -4.3031 5.6607 0.3 0.7 1.0 0.28
H 6.9097 -2.9809 6.1732 -0.8 -0.3 -0.1 0.29
C -2.5932 0.6126 9.4015 -0.2 1.6 0.3 -1.42
C -2.9850 1.7620 8.4718 -1.6 -0.1 0.6 -0.28
N -3.5977 1.2837 7.2129 1.7 0.8 0.2 0.17
C -2.4953 1.1633 6.2365 -0.2 0.0 0.1 -0.73
C -2.8673 0.4015 4.9956 -0.5 1.7 -0.9 -0.05
C -4.5039 2.2847 6.7044 -0.9 0.7 -0.9 0.00
C -5.9464 2.0236 7.0402 -1.2 0.2 1.0 -1.60
H -2.5179 1.1138 10.3738 0.2 -0.6 0.2 0.41
H -1.6240 0.1942 9.1550 0.0 -0.3 -0.1 0.30
H -3.3913 -0.1135 9.4166 0.0 -0.4 0.1 0.34
H -3.7415 2.4364 8.9522 0.4 -0.9 0.0 0.58
H -2.1472 2.4451 8.3617 0.5 0.1 -0.6 0.11
H -2.1254 2.1866 6.0148 0.1 -0.4 -0.1 0.24
H -1.6938 0.5795 6.6641 0.4 0.1 0.6 0.48
H -2.0102 0.4013 4.3339 0.2 -0.4 -0.2 -0.31
H -3.2144 -0.5611 5.2427 -0.1 -1.4 0.2 0.36
H -3.6767 0.8890 4.4280 0.2 -0.1 0.2 -0.13
H -4.4455 2.2473 5.5938 0.1 0.5 0.7 0.19
H -4.3156 3.3276 7.0770 0.5 -0.7 -0.6 0.36
H -6.2173 2.2628 8.0970 0.3 0.1 -0.7 0.31
H -6.2216 0.9843 6.9434 0.1 -0.4 -0.3 0.38
H -6.6022 2.6110 6.3785 0.1 -0.1 0.3 0.41
C -0.8499 -4.2146 -0.1686 -0.4 1.2 0.4 2.79
C -1.5589 -4.5346 1.1581 -0.5 0.3 0.2 -1.81
N -1.1064 -3.8042 2.3703 0.4 -0.6 -1.0 0.14
C 0.3639 -3.8186 2.5770 -1.6 -0.5 1.1 0.02
C 0.6952 -3.5026 4.0560 0.1 -2.4 -0.6 -1.29
C -1.6828 -2.4752 2.4435 1.2 1.2 -0.5 1.08
C -3.1843 -2.4643 2.4278 0.0 -1.0 1.3 -1.79
H -0.0624 -4.8709 -0.4361 0.6 -0.9 0.0 -1.13
H -0.3682 -3.2511 -0.0733 0.1 0.5 0.1 -0.24
H -1.4493 -4.1179 -1.0677 -0.6 -0.1 0.2 -0.63
H -2.6502 -4.4001 1.1154 0.4 0.2 -0.3 0.36
H -1.5157 -5.5860 1.3505 0.5 -0.8 0.3 0.49
H 0.7687 -4.7838 2.2418 -0.3 0.0 0.4 0.40
H 0.8895 -3.1018 2.0027 0.5 1.1 -1.1 0.02
H 0.0358 -4.1464 4.7350 1.0 1.1 -0.8 0.29
H 1.7561 -3.8097 4.1153 -0.5 0.2 0.7 0.31
H 0.6364 -2.4514 4.2451 -0.2 0.5 0.4 0.22
H -1.2900 -1.7871 1.6414 -0.2 -0.5 0.1 -0.39
H -1.3004 -1.9915 3.3431 -0.2 -0.2 0.3 0.22
H -3.6091 -1.5843 2.8830 -0.1 0.7 -0.4 0.36
H -3.5013 -3.2520 3.1254 -0.1 -0.1 -0.3 0.44
H -3.5665 -2.7058 1.4545 -0.5 0.3 -0.4 0.15
C 2.1290 -6.2009 -0.4621 0.7 0.5 1.3 -1.04
C 1.2052 -6.9291 -1.3628 0.7 -0.2 -0.2 -1.14
N 0.9275 -6.3035 -2.6291 -1.7 -0.5 0.0 1.30
C -0.2695 -6.9755 -3.2773 1.6 2.2 -1.0 -0.80
C -1.5402 -6.4359 -2.6506 0.7 0.0 0.3 -0.67
C 2.1316 -6.2068 -3.3632 0.4 -0.4 -2.0 -0.46
C 2.1279 -5.4031 -4.6525 -1.1 1.3 -0.1 -1.42
H 1.8679 -5.1823 -0.3787 -0.1 1.5 -0.1 -0.17
H 3.1903 -6.2701 -0.7069 -0.1 -0.1 -0.2 0.51
H 2.0351 -6.5522 0.5633 0.0 -0.4 0.1 0.39
H 1.7533 -7.8538 -1.4418 -0.4 -1.3 -0.7 0.53
H 0.2752 -7.0853 -0.8905 -1.0 -0.4 0.8 0.42
H -0.2201 -6.6582 -4.3739 -0.2 -0.6 1.4 0.33
H -0.2151 -8.0464 -3.2149 0.2 -0.8 0.0 0.32
H -2.3727 -6.9515 -3.1045 -0.5 0.1 0.0 0.56
H -1.5474 -6.5916 -1.5539 -0.2 0.0 -0.6 0.25
H -1.5545 -5.3558 -2.8215 -0.3 -0.2 -0.1 -0.19
H 2.5423 -7.1853 -3.6678 0.1 -0.3 0.4 0.10
H 2.8374 -5.7409 -2.7187 0.8 0.3 0.5 0.20
H 1.7250 -4.3731 -4.4795 0.6 -0.7 0.0 0.25
H 1.4785 -5.7771 -5.4518 0.2 -0.4 0.2 0.47
H 3.1430 -5.3517 -5.0479 0.0 0.1 0.0 0.38
C 7.4288 -5.0652 0.2205 1.3 -0.9 -1.9 -1.53
C 6.7186 -5.1523 -1.1638 -0.9 0.1 0.8 0.40
N 7.0825 -4.0946 -2.0877 -0.1 1.4 -0.4 0.18
C 6.0849 -2.9822 -2.1779 0.2 -1.4 0.4 0.15
C 6.2347 -2.0090 -0.9784 -1.7 0.1 -1.9 -0.87
C 7.4529 -4.5757 -3.4250 0.9 -0.9 0.9 -0.83
C 6.2937 -5.2203 -4.1722 -0.3 0.0 0.5 -0.50
H 7.5784 -4.0291 0.5192 -0.3 -0.2 0.2 0.24
H 8.4239 -5.4607 -0.0169 0.2 0.1 0.6 0.45
H 6.9752 -5.7173 0.9702 0.0 0.3 -0.1 0.36
H 6.8574 -6.1184 -1.6990 0.1 0.4 0.9 0.52
H 5.6515 -5.0816 -0.8748 -0.1 -0.1 -0.7 -0.42
H 5.0700 -3.5283 -2.2173 1.0 1.4 -0.1 -0.23
H 6.3287 -2.4727 -3.1326 -0.5 -0.1 0.5 0.34
H 7.2410 -1.7528 -0.8931 1.8 0.9 -0.4 0.58
H 6.1014 -2.5129 -0.0635 -1.0 -0.6 1.1 -0.48
H 5.5867 -1.0965 -1.1019 0.6 -0.9 0.4 0.26
H 7.9765 -3.8128 -4.0130 -0.5 0.3 0.2 0.43
H 8.2728 -5.2886 -3.2015 -0.5 -0.1 -0.5 0.41
H 5.4787 -4.4958 -4.2408 -0.1 -0.1 0.2 -0.10
H 6.5454 -5.4161 -5.2034 0.2 -0.6 -0.2 0.51
H 5.9354 -6.1237 -3.6152 0.2 0.7 -0.8 0.20
```
Forces are in eV/Å.

Results
- HOMO energy: -8.267 eV
- Total charge: 0
- Structure (SMILES): CCN(CC)CC.CCN(CC)CC.CCN(CC)CC.CCN(CC)CC.CCN(CC)CC.CCN(CC)CC.CCN(CC)CC.CCN(CC)CC.CCN(CC)CC.CCN(CC)CC.CCN(CC)CC.CCN(CC)CC
- LUMO level: 0.68 eV
- Orbital gap: 8.948 eV
- Energy: -3507.964230 Ha
- ΔE to the lowest compared entry with this formula, charge and spin: 5.627 eV

The highest energy belongs to which entry? C5H8NO

Repeat the first record exactly.
# C5H8NO

An isolated ion of composition C5H8NO and charge +1 at a distorted geometry (wB97M-V/def2-TZVPD, the OMol25 dataset).

Geometry as XYZ:
```
15
Properties=species:S:1:pos:R:3:forces:R:3:nbo_charge:R:1
C -1.4341 0.3587 -0.8355 2.8 -0.6 -0.6 0.61
C -3.4260 -0.5108 0.1280 -1.4 0.5 -0.3 0.07
C 1.0029 0.2643 -0.1197 -4.8 -2.1 -0.8 0.43
C 1.4469 -1.0934 0.0646 1.0 -1.0 1.2 -0.67
C 1.8085 1.3773 0.1003 2.7 2.3 0.0 -0.70
N -0.2851 0.2849 -0.3604 -1.0 1.5 0.1 -0.40
O -2.6264 0.4166 -0.3586 -0.7 0.6 0.5 -0.38
H -4.5221 -0.2933 -0.0720 1.7 -0.5 0.6 0.23
H -2.9596 -1.3853 0.5535 -0.2 -0.3 -0.2 0.19
H 0.6187 -1.7927 0.1835 0.3 0.1 0.1 0.25
H 2.1232 -1.0793 0.9327 -0.1 -0.5 -0.2 0.26
H 2.0216 -1.3619 -0.7942 0.6 -0.4 -0.7 0.27
H 2.0855 1.2992 1.1827 -0.2 0.6 -0.6 0.29
H 1.3246 2.3440 -0.1895 0.8 -0.8 0.4 0.27
H 2.8214 1.1714 -0.4155 -1.5 0.7 0.6 0.28
```
Forces are in eV/Å.

Results
- HOMO energy (spin up / spin down): -12.975 / -13.409 eV
- Total charge: +1
- LUMO level (spin up / spin down): -5.88 / -4.60 eV
- Orbital gap (spin up / spin down): 7.091 / 8.805 eV
- Energy: -324.868952 Ha
- ΔE to the lowest compared entry with this formula, charge and spin: 4.626 eV

Among the records above, which one has the highest total charge? C5H8NO

Which value of ΔE to the lowest compared entry with this formula, charge and spin does entry 2 give? 5.627 eV